[1]
Formula: C5H11NO
Source: the OMol25 dataset
Level of theory: ωB97M-V/def2-TZVPD

```
18
C5H11NO | the OMol25 dataset | ωB97M-V/def2-TZVPD
C -2.046 0.460 -0.920
C -1.448 -0.025 0.388
N 0.004 0.249 0.495
C 0.483 -0.056 1.935
C 0.835 -0.568 -0.395
O 0.412 -1.603 -0.850
C 2.209 -0.008 -0.672
H -3.125 0.279 -0.916
H -1.617 -0.076 -1.772
H -1.894 1.537 -1.060
H -1.549 -1.107 0.494
H -1.880 0.452 1.270
H 0.199 -1.108 2.071
H 1.581 -0.014 1.893
H 0.169 1.242 0.332
H 2.247 0.309 -1.721
H 2.950 -0.800 -0.542
H 2.471 0.836 -0.030
```

Values from the calculation:
calculated total energy	-327.00348	Eh
relative energy (zero: lowest compared OMol25 entry of this formula, charge and spin)	80.24	kcal/mol
largest force on an atom	0.699	eV/Å
molar mass	101.15	g/mol
net charge	0
gap between HOMO and LUMO	7.7	eV

=====

[2]
Formula: CH6NS
Source: the OMol25 dataset
Level of theory: ωB97M-V/def2-TZVPD

```
9
CH6NS | the OMol25 dataset | ωB97M-V/def2-TZVPD
S -2.563 0.555 2.286
H -1.288 0.306 2.578
C 0.750 -0.624 -1.056
N 0.583 0.703 -0.368
H 0.593 -1.514 -0.371
H 1.804 -0.711 -1.537
H -0.102 -0.602 -1.730
H -0.291 1.194 -0.508
H 0.514 0.693 0.706
```

Values from the calculation:
calculated total energy	-494.64124	Eh
relative energy (zero: lowest compared OMol25 entry of this formula, charge and spin)	14.61	kcal/mol
largest force on an atom	2.658	eV/Å
molar mass	64.13	g/mol
net charge	-1
gap between HOMO and LUMO	6.6	eV

=====

[3]
Formula: C6H10O
Source: the OMol25 dataset
Level of theory: ωB97M-V/def2-TZVPD

```
17
C6H10O | the OMol25 dataset | ωB97M-V/def2-TZVPD
C 1.963 0.458 0.216
C 1.139 -0.640 0.122
C -0.073 -0.756 1.030
C -1.167 -0.353 0.061
O -2.472 -0.800 0.311
C -0.990 0.844 -0.840
C -0.635 -0.374 -1.313
H 2.868 0.531 -0.383
H 1.953 1.043 1.134
H 1.040 1.566 -0.367
H 1.420 -1.497 -0.481
H 0.013 -0.126 1.926
H -0.235 -1.791 1.351
H -2.717 -0.489 1.191
H -1.658 1.646 -1.128
H 0.195 1.690 -0.604
H -0.645 -0.952 -2.226
```

Values from the calculation:
calculated total energy	-309.63526	Eh
relative energy (zero: lowest compared OMol25 entry of this formula, charge and spin)	129.96	kcal/mol
largest force on an atom	0.357	eV/Å
molar mass	98.14	g/mol
net charge	0
gap between HOMO and LUMO	9.5	eV

=====

[4]
Formula: C20H22N2O5
Source: the OMol25 dataset
Level of theory: ωB97M-V/def2-TZVPD

```
49
C20H22N2O5 | the OMol25 dataset | ωB97M-V/def2-TZVPD
C -2.071 0.283 -2.705
O -2.275 -0.498 -1.536
C -1.255 -0.571 -0.688
O -0.190 -0.036 -0.853
C -1.622 -1.404 0.542
C -2.200 -0.481 1.626
C -3.369 0.298 1.092
C -3.204 1.603 0.648
C -4.270 2.304 0.111
C -5.514 1.706 0.013
C -5.688 0.407 0.457
C -4.622 -0.293 0.991
N -0.440 -2.068 1.040
C 0.252 -2.899 0.230
O -0.176 -3.357 -0.808
C 1.665 -3.177 0.759
N 2.492 -2.011 0.522
C 2.404 -0.912 1.297
O 1.731 -0.897 2.325
C 3.202 0.275 0.891
C 3.457 1.206 1.894
C 4.137 2.381 1.641
C 4.557 2.649 0.351
C 4.304 1.748 -0.668
C 3.636 0.552 -0.419
O 3.387 -0.368 -1.394
C 3.550 -0.003 -2.746
H -1.771 1.297 -2.433
H -3.021 0.294 -3.232
H -1.291 -0.165 -3.325
H -2.360 -2.150 0.229
H -2.503 -1.097 2.474
H -1.409 0.199 1.953
H -2.232 2.072 0.721
H -4.128 3.319 -0.232
H -6.346 2.252 -0.407
H -6.658 -0.064 0.384
H -4.761 -1.308 1.335
H 0.093 -1.592 1.768
H 2.096 -4.031 0.235
H 1.630 -3.368 1.834
H 2.889 -1.907 -0.400
H 3.096 0.977 2.885
H 4.329 3.083 2.438
H 5.084 3.564 0.127
H 4.639 1.983 -1.666
H 2.995 0.908 -2.981
H 4.606 0.127 -3.003
H 3.141 -0.832 -3.321
```

Values from the calculation:
calculated total energy	-1261.09441	Eh
relative energy (zero: lowest compared OMol25 entry of this formula, charge and spin)	27.83	kcal/mol
largest force on an atom	0.697	eV/Å
molar mass	370.40	g/mol
structure (SMILES)	COC(=O)[C@H](Cc1ccccc1)NC(=O)CNC(=O)c1ccccc1OC
net charge	0
gap between HOMO and LUMO	9.6	eV

=====

[5]
Formula: C21H32NO24S
Source: the OMol25 dataset
Level of theory: ωB97M-V/def2-TZVPD

```
79
C21H32NO24S | the OMol25 dataset | ωB97M-V/def2-TZVPD
N 11.195 35.777 13.140
O 11.607 34.873 13.919
O 10.436 35.486 12.131
O 11.676 36.883 13.179
O 5.851 38.116 17.777
S 5.331 36.766 17.676
O 4.098 36.495 16.926
O 6.757 35.959 17.044
C 6.856 36.039 15.676
C 8.328 35.710 15.332
C 5.193 36.316 19.398
H 6.791 37.075 15.426
H 6.408 35.330 15.068
H 9.155 36.328 15.698
H 8.526 35.437 14.292
H 8.339 34.719 15.955
H 6.202 36.581 19.715
H 4.660 35.362 19.654
H 4.539 37.239 19.837
C 13.901 31.012 12.934
C 14.153 32.446 13.338
O 15.606 32.458 13.486
C 15.977 31.138 13.478
O 17.158 30.834 13.703
O 15.031 30.374 13.195
H 13.740 31.093 11.770
H 13.035 30.506 13.420
H 13.770 32.832 14.309
H 13.916 33.081 12.609
C 10.819 36.288 9.019
C 10.890 37.615 8.283
O 11.206 37.183 6.912
C 11.106 35.909 6.764
O 11.280 35.256 5.738
O 10.781 35.360 7.875
H 9.983 36.056 9.506
H 11.655 36.014 9.688
H 11.720 38.161 8.439
H 9.972 38.009 8.431
C 9.504 39.341 16.797
C 10.305 39.524 15.607
O 11.695 39.411 16.049
C 11.634 38.947 17.259
O 12.589 38.602 17.948
O 10.400 38.764 17.684
H 8.422 38.962 16.859
H 9.376 40.395 17.099
H 10.294 40.481 15.085
H 10.274 38.456 14.805
C 13.253 35.318 16.336
C 14.566 35.566 15.457
O 15.459 35.959 16.448
C 14.985 35.972 17.680
O 15.483 36.369 18.672
O 13.830 35.369 17.649
H 13.034 34.438 16.198
H 12.661 36.251 16.160
H 14.301 36.283 14.589
H 14.690 34.672 14.703
C 8.842 32.786 11.399
C 8.566 32.944 12.933
O 7.518 33.885 12.858
C 7.357 34.250 11.594
O 6.603 35.172 11.218
O 7.889 33.444 10.733
H 8.882 31.715 11.117
H 9.728 33.136 11.354
H 9.452 33.258 13.422
H 8.349 31.936 13.258
C 8.305 38.314 12.785
C 7.170 38.681 11.875
O 6.260 39.394 12.596
C 6.799 39.581 13.826
O 6.352 40.362 14.644
O 7.863 39.017 13.978
H 9.244 38.552 12.355
H 8.183 37.217 12.798
H 6.755 37.842 11.525
H 7.650 39.517 11.243
```

Values from the calculation:
calculated total energy	-3077.80332	Eh
relative energy (zero: lowest compared OMol25 entry of this formula, charge and spin)	3.87	kcal/mol
largest force on an atom	11.269	eV/Å
molar mass	714.54	g/mol
net charge	-1
gap between HOMO and LUMO	8.9	eV

=====

[6]
Formula: C29H53BLuO2P2
Source: the OMol25 dataset
Level of theory: ωB97M-V/def2-TZVPD

```
88
C29H53BLuO2P2 | the OMol25 dataset | ωB97M-V/def2-TZVPD
Lu 0.953 -1.408 0.218
C -0.683 -2.012 1.956
C -0.299 -3.225 1.308
C 1.555 -2.387 2.416
C 0.448 -1.516 2.665
C 1.085 -3.462 1.601
C -2.041 -1.415 2.063
H -2.703 -1.771 1.266
H -1.990 -0.317 2.002
H -2.524 -1.656 3.028
C 0.359 -0.398 3.638
H -0.587 -0.453 4.202
H 0.351 0.575 3.125
H 1.188 -0.418 4.357
C 2.931 -2.187 2.943
H 2.967 -2.346 4.030
H 3.298 -1.171 2.743
H 3.637 -2.892 2.494
C 1.880 -4.652 1.188
H 1.970 -5.353 2.034
H 2.901 -4.377 0.881
H 1.397 -5.202 0.368
C -1.220 -4.128 0.560
H -1.703 -4.836 1.254
H -0.689 -4.714 -0.201
H -2.022 -3.569 0.056
C -4.345 1.969 -1.112
C -5.005 1.928 -2.278
C -4.553 1.145 -3.488
C -3.055 1.337 -3.825
C -2.098 0.189 -3.415
C -2.627 -0.821 -2.413
C -3.347 -0.338 -1.197
C -3.110 1.149 -0.822
H -5.148 1.511 -4.334
H -2.692 2.282 -3.407
H -4.771 0.071 -3.393
H -2.218 1.556 -1.338
H -4.698 2.601 -0.287
H -5.936 2.492 -2.410
H -2.862 1.239 0.249
H -4.430 -0.517 -1.317
H -3.168 -1.654 -2.883
H -3.057 -0.955 -0.322
H -2.957 1.457 -4.919
H -1.871 -0.351 -4.353
P -0.389 0.705 -2.839
C -0.201 2.472 -2.579
C 0.751 0.270 -4.162
P -0.733 -1.786 -1.678
C -0.045 -0.005 -1.279
C -0.888 -2.621 -3.350
C 1.333 -2.566 -1.793
H 0.003 2.690 -1.525
H -1.068 3.040 -2.920
H 0.663 2.795 -3.168
H 1.257 1.213 -4.411
H 0.181 -0.055 -5.047
H 1.511 -0.474 -3.889
H 1.579 -2.528 -2.864
H 1.295 -3.623 -1.479
H 2.223 -2.094 -1.271
H -0.522 0.481 -0.392
H 1.093 0.096 -1.192
H -0.637 -3.675 -3.168
H -0.200 -2.192 -4.086
H -1.896 -2.617 -3.787
C 1.104 3.443 3.294
C 1.902 2.960 2.104
C 2.119 4.147 1.182
O 1.107 2.000 1.398
B 1.927 0.924 1.126
O 3.228 1.060 1.554
C 3.236 2.184 2.440
C 4.511 2.950 2.191
C 3.306 1.663 3.870
H 0.826 2.639 3.983
H 0.178 3.918 2.950
H 1.673 4.195 3.853
H 1.155 4.562 0.869
H 2.654 4.940 1.715
H 2.679 3.887 0.279
H 4.574 3.814 2.860
H 5.372 2.310 2.402
H 4.596 3.298 1.160
H 2.419 1.089 4.165
H 4.173 0.995 3.975
H 3.438 2.492 4.578
```

Values from the calculation:
calculated total energy	-3230.07836	Eh
relative energy (zero: lowest compared OMol25 entry of this formula, charge and spin)	13.73	kcal/mol
largest force on an atom	3.502	eV/Å
molar mass	681.47	g/mol
net charge	+1
gap between HOMO and LUMO	7.7	eV

=====

- relative energy (zero: lowest compared OMol25 entry of this formula, charge and spin) of number 3 (C6H10O)?
  129.96 kcal/mol

=====

- Which value of relative energy (zero: lowest compared OMol25 entry of this formula, charge and spin) does entry 3 give?
  129.96 kcal/mol